# 1
{
  "formula": "C5H9N",
  "method": "ωB97M-V/def2-TZVPD",
  "species": ["N", "C", "C", "C", "C", "C", "H", "H", "H", "H", "H", "H", "H", "H", "H"],
  "coordinates": [[-0.002, 0.025, -1.210], [-0.059, -0.007, 0.206], [-1.116, 0.036, 2.411], [-1.091, 0.317, 1.099], [1.086, 0.718, -1.893], [0.039, -1.290, -0.634], [-0.751, -2.029, -0.697], [-2.012, 0.349, 3.062], [1.883, 0.999, -1.148], [0.732, 1.703, -2.183], [1.552, 0.111, -2.716], [0.929, 0.321, 0.588], [-0.295, -0.410, 2.924], [0.989, -1.841, -0.595], [-1.881, 0.998, 0.785]],
  "smiles": "C=C[C@H]1CN1C",
  "fmax_ev_per_a": 4.32,
  "e_above_lowest_kj_mol": 271.52
}


# 2
{
  "formula": "C6H7NS",
  "method": "ωB97M-V/def2-TZVPD",
  "species": ["S", "N", "C", "C", "C", "C", "C", "C", "H", "H", "H", "H", "H", "H", "H"],
  "coordinates": [[3.060, -0.695, -0.191], [1.318, 1.303, -0.115], [1.413, -0.067, -0.103], [-0.725, 0.503, -0.062], [-1.971, -0.362, -0.163], [0.128, -0.605, -0.047], [-0.031, 1.686, -0.055], [-1.013, -1.611, -0.033], [3.535, -0.170, 1.186], [-0.219, 2.762, -0.268], [-1.109, -2.036, 0.962], [-2.812, -0.088, 0.628], [-2.502, -0.155, -1.088], [1.989, 2.000, 0.091], [-1.061, -2.465, -0.743]],
  "smiles": "Sc1[nH]cc2c1CC2",
  "fmax_ev_per_a": 3.16,
  "e_above_lowest_kj_mol": 262.69
}


# 3
{
  "formula": "C39H58BCaIN8S",
  "method": "ωB97M-V/def2-TZVPD",
  "species": ["I", "Ca", "S", "N", "N", "N", "N", "N", "N", "N", "N", "C", "C", "C", "C", "C", "C", "C", "C", "C", "C", "C", "C", "C", "C", "C", "C", "C", "C", "C", "C", "C", "C", "C", "C", "C", "C", "C", "C", "C", "C", "C", "C", "C", "C", "C", "C", "C", "C", "C", "B", "H", "H", "H", "H", "H", "H", "H", "H", "H", "H", "H", "H", "H", "H", "H", "H", "H", "H", "H", "H", "H", "H", "H", "H", "H", "H", "H", "H", "H", "H", "H", "H", "H", "H", "H", "H", "H", "H", "H", "H", "H", "H", "H", "H", "H", "H", "H", "H", "H", "H", "H", "H", "H", "H", "H", "H", "H", "H"],
  "coordinates": [[3.443, -1.215, -1.947], [0.945, -1.348, -0.179], [1.301, 2.531, 0.516], [1.021, 5.177, 0.841], [-1.031, -0.016, 1.996], [0.267, -0.517, 1.968], [-2.173, 1.466, -1.438], [-2.024, -1.410, -0.090], [2.916, 4.470, -0.299], [-1.201, -1.950, -1.085], [-2.591, 1.178, -0.131], [-0.915, 3.718, -3.083], [-1.410, 0.171, 3.314], [4.889, -5.697, -0.324], [-3.587, 3.117, -0.773], [1.742, 4.130, 0.324], [3.071, 5.718, -1.036], [2.297, -1.913, 4.528], [2.659, 0.578, 4.389], [0.965, -4.407, 0.490], [1.368, -5.703, 0.873], [-4.475, 1.903, 1.442], [-4.347, -1.835, 1.065], [-0.257, -0.072, 4.132], [5.201, -3.707, -1.616], [3.051, -3.996, -0.482], [5.692, -4.918, -1.136], [-0.278, -3.271, -3.391], [-2.366, 3.232, -3.133], [-3.592, 2.106, 0.250], [3.030, -0.886, 2.284], [3.995, 3.513, -0.411], [-2.754, 0.552, 3.925], [2.235, -0.674, 3.603], [1.704, 6.271, 1.493], [-3.302, 4.423, -3.337], [-1.566, -3.860, -2.797], [-2.584, 2.096, -4.187], [-3.014, -3.261, -0.776], [2.663, -6.151, 0.635], [3.567, -5.296, -0.024], [-2.720, 2.607, -1.799], [3.970, -3.199, -1.242], [-0.405, 5.059, 1.111], [-1.895, -3.034, -1.593], [-2.751, -3.671, -3.782], [-1.391, -5.323, -2.331], [1.784, -3.524, -0.121], [0.789, -0.410, 3.214], [-3.146, -2.206, 0.154], [-1.699, 0.038, 0.423], [0.538, -3.366, -2.617], [-0.597, 4.185, -4.015], [-4.514, -0.762, 0.891], [0.654, -6.358, 1.369], [-4.282, 2.663, 2.246], [-5.254, -2.381, 0.726], [5.294, -6.616, 0.067], [-3.158, 1.398, 3.359], [-0.870, 6.054, 0.904], [3.336, -2.120, 4.837], [-3.194, 4.851, -4.361], [1.992, -2.857, 4.008], [2.198, 0.611, 5.387], [-3.673, 1.885, -4.349], [1.586, 6.170, 2.582], [-0.876, 4.386, 0.425], [-0.163, 0.098, 5.211], [3.837, 6.356, -0.533], [4.084, -1.186, 2.509], [2.369, 1.545, 3.943], [-0.071, -4.153, 0.696], [4.969, 4.032, -0.447], [-5.570, 1.989, 1.156], [5.848, -3.130, -2.266], [-2.837, -2.651, -4.120], [0.107, -3.785, -4.291], [-3.125, 5.176, -2.563], [-4.354, 4.123, -3.240], [-4.062, -2.059, 2.109], [-0.692, 0.156, -0.100], [6.653, -5.271, -1.450], [2.753, 6.324, 1.278], [-4.190, 4.034, -0.853], [3.984, 2.866, 0.452], [3.350, 5.469, -2.056], [2.614, -1.751, 1.713], [-1.324, -5.978, -3.220], [3.743, 0.619, 4.561], [-0.586, 4.764, 2.175], [-3.510, -0.273, 3.911], [1.647, -1.707, 5.414], [-0.486, -5.433, -1.718], [-2.133, 2.332, -5.166], [-3.661, -4.006, -3.284], [-3.579, -4.197, -0.795], [-0.209, 2.922, -2.848], [1.257, 7.248, 1.187], [2.124, 6.286, -1.098], [-2.583, -4.291, -4.704], [-2.136, 1.161, -3.848], [3.112, 0.014, 1.655], [-2.499, 0.800, 4.964], [3.875, 2.893, -1.333], [-4.335, 0.875, 1.816], [-2.247, -5.682, -1.721], [-0.781, 4.525, -2.327], [2.972, -7.169, 0.957], [-0.435, -2.207, -3.614]],
  "fmax_ev_per_a": 3.12,
  "e_above_lowest_kj_mol": 0.00
}


# 4
{
  "formula": "C4H10N4",
  "method": "ωB97M-V/def2-TZVPD",
  "species": ["N", "N", "N", "N", "C", "C", "C", "C", "H", "H", "H", "H", "H", "H", "H", "H", "H", "H"],
  "coordinates": [[0.489, -0.258, -0.026], [0.954, 2.137, 0.077], [-1.777, 1.385, -0.227], [-1.846, -0.974, 0.076], [0.414, 1.010, -0.054], [-0.458, -1.319, -0.112], [1.908, -0.710, -0.048], [-2.372, 0.266, 0.094], [-3.376, 0.260, 0.420], [2.088, -1.371, -0.972], [1.999, -1.296, 0.860], [-2.507, 2.179, -0.125], [1.836, 2.398, 0.695], [-0.050, -1.901, 0.729], [-2.340, -1.574, 0.715], [0.275, 2.954, -0.111], [2.578, 0.143, -0.026], [-0.336, -1.745, -1.073]],
  "smiles": "[H]/N=C/NC[N+](C)=C=[NH2+]",
  "total_charge": 2,
  "fmax_ev_per_a": 4.31,
  "e_above_lowest_kj_mol": 382.97
}


# 5
{
  "formula": "C13H27FN5O6PS",
  "method": "ωB97M-V/def2-TZVPD",
  "species": ["S", "P", "F", "O", "O", "O", "O", "O", "O", "N", "N", "N", "N", "N", "C", "C", "C", "C", "C", "C", "C", "C", "C", "C", "C", "C", "C", "H", "H", "H", "H", "H", "H", "H", "H", "H", "H", "H", "H", "H", "H", "H", "H", "H", "H", "H", "H", "H", "H", "H", "H", "H", "H", "H"],
  "coordinates": [[4.562, 2.701, -2.521], [-2.770, -0.899, 1.659], [5.538, 2.299, -1.375], [-1.640, -0.403, 0.623], [4.056, 3.985, -2.192], [-1.671, -1.663, 2.551], [5.220, 2.562, -3.768], [-2.943, 0.448, 2.534], [-3.982, -1.106, 0.849], [3.479, 0.864, -0.145], [3.297, 1.629, -2.418], [2.838, -1.944, -3.546], [1.343, -0.546, -2.406], [1.962, -0.037, -4.650], [-4.151, 0.684, 3.257], [3.664, 0.269, -2.902], [1.166, 2.314, 0.558], [2.444, -0.540, -3.380], [2.981, 0.875, 1.087], [-1.830, -0.481, -0.792], [-4.152, -0.018, 4.601], [1.703, 2.332, -0.716], [-2.297, 0.851, -1.340], [-2.007, -2.783, 3.393], [1.844, 1.545, 1.499], [2.828, 1.596, -1.032], [-3.060, -3.694, 2.796], [0.863, 0.344, -2.445], [3.684, -1.938, -4.115], [-4.214, 1.762, 3.404], [-4.216, -1.103, 4.472], [-1.083, -3.339, 3.543], [-5.006, 0.298, 5.200], [-1.534, 1.616, -1.176], [-2.768, -4.018, 1.796], [3.525, 0.299, 1.830], [-4.024, -3.185, 2.711], [-0.864, -0.738, -1.227], [-2.319, -2.416, 4.374], [1.071, -0.499, -4.817], [0.283, 2.881, 0.812], [-2.521, -1.281, -1.055], [1.700, 0.936, -4.491], [4.266, -0.297, -2.189], [1.230, 2.918, -1.495], [4.308, 0.410, -3.771], [3.158, -2.252, -2.630], [-2.499, 0.781, -2.410], [1.702, -0.691, -1.468], [-3.202, 1.188, -0.834], [1.496, 1.475, 2.520], [-3.201, -4.573, 3.424], [-3.235, 0.199, 5.149], [-5.018, 0.384, 2.664]],
  "smiles": "NC(N)(N)CN(c1ccccn1)S(=O)(=O)F.CCOP(=O)(OCC)OCC",
  "fmax_ev_per_a": 5.12
}


no.,M (g/mol),gap between HOMO and LUMO (Ha),electronic energy (eV)
1,83.13,0.3641,-6818.1808
2,125.20,0.3186,-18658.0264
3,848.81,0.2889,-91357.6680
4,114.15,0.3042,-10249.3714
5,431.43,0.3683,-56497.8853